one | Here is a structure of composition C2H8IN3OS from OMol25. Energies are from ωB97M-V with the def2-TZVPD basis set.

Output
LUMO energy	0.21	eV
frontier orbital gap	0.3053	hartree

Geometry as ORCA input:
```
! RIJCOSX wB97M-V def2-TZVPD def2/J DEFGRID3
* xyz 0 1
C -1.556 0.567 -0.191
C 1.395 0.920 -0.525
N 0.008 -1.765 -0.580
N -1.601 1.698 0.701
N 0.620 -2.955 -0.097
O 0.600 -0.361 1.554
S 0.220 -0.403 0.155
I 3.300 0.475 0.227
H -1.593 0.794 -1.260
H -2.253 -0.168 0.191
H 1.100 1.917 -0.210
H 1.181 0.874 -1.582
H -1.174 2.452 0.284
H -2.532 2.067 1.062
H 1.401 -3.204 -0.616
H 0.886 -2.909 0.885
*
```

***

two | Here is a structure of composition C2H8IN3OS from OMol25. Energies are from ωB97M-V with the def2-TZVPD basis set.

Output
LUMO energy	0.36	eV
frontier orbital gap	0.3134	hartree

Geometry as ORCA input:
```
! RIJCOSX wB97M-V def2-TZVPD def2/J DEFGRID3
* xyz 0 1
C -1.789 -2.699 -0.145
C 2.021 1.013 -0.605
N -0.042 0.496 1.293
N -2.337 -2.663 -1.256
N 0.624 1.422 2.058
O -0.208 1.951 -0.938
S 0.284 0.452 -0.219
I 2.427 0.286 -2.525
H -1.670 -3.364 0.733
H -1.236 -1.790 0.068
H 2.816 0.663 0.095
H 2.175 2.108 -0.663
H -2.786 -3.587 -1.594
H -1.161 1.914 -0.804
H 0.738 2.308 1.531
H 0.145 1.491 2.972
*
```

***

Which structure is most stable, and how do the rest compare? From most to least stable: two, one.

***

one | Here is a cluster of 2 separate species, H3S3 in total from OMol25. Energies are from ωB97M-V with the def2-TZVPD basis set.

Output
LUMO energy	3.36	eV
frontier orbital gap	0.2458	hartree

Geometry as ORCA input:
```
! RIJCOSX wB97M-V def2-TZVPD def2/J DEFGRID3
* xyz -1 1
S 1.259 -1.071 1.410
H 0.776 0.103 1.818
S -1.893 0.603 -0.447
S 1.288 -0.622 -0.640
H -1.307 1.254 -1.493
H -0.124 -0.266 -0.647
*
```

***

two | Here is the ion H3S3 with charge -1 from OMol25. Energies are from ωB97M-V with the def2-TZVPD basis set.

Output
LUMO energy	3.44	eV
frontier orbital gap	0.2356	hartree

Geometry as ORCA input:
```
! RIJCOSX wB97M-V def2-TZVPD def2/J DEFGRID3
* xyz -1 1
S 2.140 0.674 -0.971
H 1.463 0.384 -2.121
S -1.694 -0.088 1.780
S 0.241 0.178 0.708
H -2.461 -0.192 0.698
H 0.311 -0.957 -0.093
*
```

***

Which structure is most stable, and how do the rest compare? From most to least stable: one, two.

***

one | Here is the ion C9H17N2 with charge +1 from OMol25. Energies are from ωB97M-V with the def2-TZVPD basis set.

Output
SMILES	CC1=N/C(=C(/C)[NH+](C)C)CC1
LUMO energy	-3.22	eV
frontier orbital gap	0.3540	hartree

Geometry as ORCA input:
```
! RIJCOSX wB97M-V def2-TZVPD def2/J DEFGRID3
* xyz 1 1
C -3.652 1.190 0.428
C -2.415 0.766 -0.265
N -1.267 1.281 -0.060
C -0.286 -0.125 -0.071
C 0.959 -0.614 0.436
C 1.668 -1.979 0.263
N 2.110 0.394 0.584
C 2.677 0.416 -0.785
C 1.519 1.602 1.088
C -0.880 -0.720 -1.254
C -2.445 -0.499 -1.028
H -3.702 2.164 0.863
H -3.595 0.680 1.374
H -4.414 0.730 -0.194
H 0.987 -2.603 -0.324
H 1.994 -2.455 1.194
H 2.595 -1.806 -0.139
H 2.818 0.072 1.245
H 1.782 0.591 -1.438
H 3.180 1.300 -0.829
H 3.303 -0.355 -0.975
H 0.501 1.741 0.621
H 1.461 1.373 2.167
H 2.300 2.336 0.941
H -0.571 -0.026 -2.028
H -0.744 -1.751 -1.590
H -2.957 -1.247 -0.514
H -3.053 -0.351 -1.905
*
```

***

two | Here is the ion C9H17N2 with charge +1 from OMol25. Energies are from ωB97M-V with the def2-TZVPD basis set.

Output
SMILES	C=C=[N+](C)/C=C(/C)NC(C)C
LUMO energy (spin up / spin down)	-4.01 / -4.01	eV
frontier orbital gap (spin up / spin down)	0.2811 / 0.2811	hartree

Geometry as ORCA input:
```
! RIJCOSX wB97M-V def2-TZVPD def2/J DEFGRID3
* xyz 1 1
C -0.215 -1.755 -2.934
C -1.083 -1.377 -2.189
N -1.916 -0.988 -1.267
C -3.305 -1.264 -1.677
C -1.702 -0.394 -0.009
C -0.595 0.131 0.723
C -0.816 0.458 2.209
N 0.648 0.441 0.285
C 1.729 0.772 1.168
C 1.781 2.300 1.243
C 3.059 0.144 0.508
H 0.082 -2.794 -3.042
H 0.288 -1.157 -3.843
H -3.444 -2.302 -1.599
H -3.970 -0.649 -1.084
H -3.434 -1.104 -2.749
H -2.615 -0.468 0.484
H -1.885 0.274 2.263
H -0.179 -0.267 2.663
H -0.625 1.441 2.654
H 1.022 0.463 -0.667
H 1.525 0.392 2.146
H 2.531 2.532 2.019
H 0.754 2.731 1.469
H 2.107 2.508 0.292
H 3.028 0.168 -0.604
H 3.305 -0.933 0.722
H 3.924 0.694 0.817
*
```

***

Which structure is most stable, and how do the rest compare? From most to least stable: two, one.

***

one | Here is a structure of composition C33H35BrMoN8O6PS from OMol25. Energies are from ωB97M-V with the def2-TZVPD basis set.

Output
LUMO energy (spin up / spin down)	-3.81 / -4.47	eV
frontier orbital gap (spin up / spin down)	0.2085 / 0.1878	hartree

Geometry as ORCA input:
```
! RIJCOSX wB97M-V def2-TZVPD def2/J DEFGRID3
* xyz 1 3
Mo -0.105 0.486 0.751
S -0.437 0.792 3.257
C -1.669 1.809 2.625
C -2.631 2.524 3.339
C -3.527 3.297 2.633
C -3.469 3.324 1.235
C -2.513 2.568 0.596
N -1.638 1.826 1.277
H -2.663 2.453 4.413
H -4.277 3.866 3.161
H -4.163 3.912 0.660
H -2.423 2.524 -0.486
Br -1.508 -7.651 0.717
C -2.529 -6.457 -0.348
C -1.870 -5.534 -1.152
C -2.599 -4.628 -1.887
C -4.006 -4.650 -1.842
C -4.651 -5.643 -1.090
C -3.918 -6.522 -0.325
N -4.778 -3.813 -2.598
N -4.493 -2.685 -3.006
C -3.642 -1.773 -2.506
C -2.946 -0.959 -3.421
C -1.887 -0.172 -3.037
C -1.527 -0.096 -1.678
O -0.486 0.521 -1.202
C -2.353 -0.743 -0.720
N -2.007 -0.502 0.566
C -2.732 -1.080 1.523
C -3.833 -1.879 1.250
C -4.188 -2.143 -0.062
C -3.421 -1.589 -1.095
H -0.792 -5.536 -1.203
H -2.093 -3.924 -2.532
H -5.729 -5.690 -1.100
H -4.414 -7.264 0.281
H -3.194 -1.070 -4.464
H -1.312 0.366 -3.772
H -2.430 -0.886 2.546
H -4.405 -2.297 2.064
H -5.068 -2.729 -0.283
O 1.723 0.494 0.958
C 2.699 -0.306 1.121
C 2.542 -1.704 1.022
C 3.642 -2.573 0.976
C 3.443 -3.920 0.774
C 2.151 -4.464 0.687
C 1.060 -3.640 0.773
C 1.212 -2.241 0.912
O 0.167 -1.477 0.942
N 4.589 -4.784 0.634
O 4.381 -5.963 0.459
O 5.683 -4.264 0.682
H 3.691 0.113 1.301
H 4.646 -2.188 1.082
H 2.041 -5.531 0.566
H 0.058 -4.036 0.726
C 2.525 2.983 2.593
N 2.611 3.733 1.357
C 3.727 4.656 1.324
P 1.858 3.219 -0.035
O 0.521 2.636 0.313
N 2.766 2.157 -0.946
C 2.137 1.576 -2.116
C 4.196 1.965 -0.854
N 1.616 4.557 -1.002
C 2.545 4.979 -2.029
C 0.812 5.628 -0.449
H 2.375 3.669 3.431
H 3.439 2.406 2.777
H 1.673 2.305 2.550
H 3.622 5.377 2.141
H 3.736 5.197 0.382
H 4.687 4.142 1.444
H 1.135 1.993 -2.215
H 2.056 0.486 -2.017
H 2.711 1.794 -3.022
H 4.550 2.289 0.120
H 4.741 2.520 -1.628
H 4.421 0.902 -0.974
H 3.112 4.125 -2.388
H 3.250 5.744 -1.679
H 1.987 5.401 -2.870
H 0.191 5.211 0.343
H 0.169 6.049 -1.227
H 1.432 6.431 -0.033
*
```

***

two | Here is a structure of composition C33H35BrMoN8O6PS from OMol25. Energies are from ωB97M-V with the def2-TZVPD basis set.

Output
LUMO energy (spin up / spin down)	-3.41 / -3.82	eV
frontier orbital gap (spin up / spin down)	0.2459 / 0.2377	hartree

Geometry as ORCA input:
```
! RIJCOSX wB97M-V def2-TZVPD def2/J DEFGRID3
* xyz 1 3
Mo 0.311 0.063 -0.121
S 1.092 -1.640 -1.744
C 0.637 -0.349 -2.843
C 0.951 -0.272 -4.200
C 0.613 0.869 -4.892
C -0.037 1.920 -4.239
C -0.334 1.769 -2.907
N -0.022 0.653 -2.240
H 1.469 -1.095 -4.672
H 0.863 0.958 -5.942
H -0.296 2.833 -4.755
H -0.852 2.540 -2.349
Br -1.912 -7.099 6.484
C -0.851 -5.551 6.658
C 0.036 -5.215 5.643
C 0.801 -4.068 5.759
C 0.685 -3.267 6.889
C -0.155 -3.645 7.919
C -0.950 -4.778 7.800
N 1.514 -2.099 7.148
N 1.802 -1.258 6.291
C 1.040 -1.076 5.068
C -0.322 -1.045 4.997
C -1.014 -0.823 3.779
C -0.294 -0.604 2.643
O -0.778 -0.502 1.407
C 1.112 -0.579 2.718
N 1.724 -0.380 1.510
C 3.034 -0.460 1.453
C 3.817 -0.695 2.602
C 3.218 -0.856 3.817
C 1.803 -0.810 3.905
H 0.125 -5.847 4.770
H 1.514 -3.821 4.983
H -0.199 -3.033 8.812
H -1.632 -5.058 8.590
H -0.893 -1.200 5.903
H -2.095 -0.835 3.747
H 3.484 -0.333 0.477
H 4.892 -0.744 2.499
H 3.803 -1.032 4.710
O -0.026 1.948 0.937
C 0.694 2.946 1.067
C 1.977 3.144 0.474
C 2.667 4.334 0.761
C 3.887 4.538 0.194
C 4.460 3.601 -0.674
C 3.797 2.439 -0.970
C 2.539 2.173 -0.387
O 1.945 1.052 -0.675
N 4.620 5.783 0.494
O 4.065 6.601 1.195
O 5.730 5.896 0.022
H 0.317 3.749 1.715
H 2.246 5.083 1.420
H 5.429 3.816 -1.104
H 4.219 1.705 -1.642
C -2.321 -3.243 0.721
N -3.264 -2.558 -0.155
C -4.558 -3.218 -0.266
P -3.030 -1.011 -0.632
O -1.571 -0.785 -0.925
N -3.608 0.036 0.480
C -3.345 1.459 0.321
C -4.563 -0.297 1.520
N -3.870 -0.759 -2.017
C -5.240 -0.271 -2.063
C -3.440 -1.465 -3.222
H -2.205 -4.274 0.381
H -2.673 -3.261 1.759
H -1.354 -2.754 0.683
H -4.420 -4.229 -0.652
H -5.212 -2.681 -0.949
H -5.059 -3.294 0.704
H -2.689 1.627 -0.533
H -2.855 1.855 1.214
H -4.273 2.013 0.152
H -4.607 -1.372 1.670
H -5.569 0.065 1.283
H -4.256 0.163 2.462
H -5.543 0.120 -1.094
H -5.936 -1.066 -2.350
H -5.329 0.532 -2.797
H -2.423 -1.832 -3.101
H -3.461 -0.786 -4.077
H -4.100 -2.312 -3.435
*
```

***

Which structure is most stable, and how do the rest compare? From most to least stable: two, one.

***

one | Here is the molecule C2H4INO from OMol25. Energies are from ωB97M-V with the def2-TZVPD basis set.

Output
SMILES	[H]/N=C(\I)CO
LUMO energy	-0.26	eV
frontier orbital gap	0.3380	hartree

Geometry as ORCA input:
```
! RIJCOSX wB97M-V def2-TZVPD def2/J DEFGRID3
* xyz 0 1
H -0.508 2.608 0.960
N 0.203 2.029 0.468
C -0.407 0.655 0.100
I -2.349 0.055 0.232
C 0.531 -0.477 -0.398
O 0.460 -1.532 0.509
H 1.523 -0.068 -0.441
H 0.328 -0.840 -1.387
H 0.219 -2.430 -0.043
*
```

***

two | Here is the molecule C2H4INO from OMol25. Energies are from ωB97M-V with the def2-TZVPD basis set.

Output
SMILES	[H]/N=C(\I)OC
LUMO energy	0.19	eV
frontier orbital gap	0.3668	hartree

Geometry as ORCA input:
```
! RIJCOSX wB97M-V def2-TZVPD def2/J DEFGRID3
* xyz 0 1
H 0.561 2.431 0.011
N 0.213 1.475 -0.108
C 1.014 0.568 -0.053
I 2.984 -0.089 -0.147
O 0.300 -0.869 -0.172
C -1.052 -0.900 0.106
H -1.191 -1.997 -0.089
H -1.574 -0.112 -0.585
H -1.255 -0.507 1.038
*
```

***

three | Here is a structure of composition C2H4INO from OMol25. Energies are from ωB97M-V with the def2-TZVPD basis set.

Output
LUMO energy	-0.22	eV
frontier orbital gap	0.2955	hartree

Geometry as ORCA input:
```
! RIJCOSX wB97M-V def2-TZVPD def2/J DEFGRID3
* xyz 0 1
C -0.415 0.252 -0.129
C 1.723 -0.231 -0.086
N -1.377 0.904 -0.021
O 0.440 -0.644 -0.406
I -4.212 0.059 0.068
H 2.366 -0.920 -0.564
H 1.841 -0.401 1.057
H 1.916 0.750 -0.623
H -2.282 0.232 0.704
*
```

***

Which structure is most stable, and how do the rest compare? From most to least stable: two, one, three.